(1)
This record from OMol25 describes a structure of composition C10H19N3O10PPdS2. The level of theory is wB97M-V/def2-TZVPD.

Output
Expectation value of S²: 6.032
Energy relative to the best compared isomer or geometry (same formula, charge and spin) in kcal/mol: 16.7
DFT total energy in eV: -70032.348
Lowest unoccupied orbital energy (alpha / beta) in eV: -8.748 / -12.653
Total charge: +3
Multiplicity: 5

Cartesian coordinates (Å):
Pd (1.070, -0.281, -1.013)
O (0.669, 3.230, 1.113)
S (1.124, 2.021, 0.548)
O (1.517, 2.026, -0.896)
O (0.187, 0.867, 0.622)
C (2.642, 1.585, 1.415)
C (3.514, 2.629, 1.560)
C (4.759, 2.462, 2.253)
C (5.117, 1.226, 2.790)
C (4.240, 0.182, 2.666)
C (2.982, 0.330, 1.977)
S (1.908, -1.124, 2.090)
O (2.740, -2.164, 2.592)
O (0.843, -0.598, 2.879)
O (1.509, -1.472, 0.672)
H (3.262, 3.614, 1.184)
H (5.411, 3.320, 2.364)
H (6.056, 1.107, 3.313)
H (4.450, -0.791, 3.093)
N (-2.543, -2.671, -2.906)
C (-1.527, -2.969, -1.834)
P (0.133, -3.000, -2.677)
O (-0.170, -2.604, -4.070)
O (1.163, -2.263, -1.820)
C (0.780, -4.737, -2.571)
N (2.173, -4.746, -2.000)
H (-1.991, -2.464, -3.770)
H (-3.133, -1.871, -2.673)
H (-3.162, -3.463, -3.095)
H (-1.791, -3.898, -1.334)
H (-1.556, -2.174, -1.093)
H (0.802, -5.180, -3.565)
H (0.155, -5.356, -1.929)
H (2.280, -3.937, -1.372)
H (2.879, -4.657, -2.735)
H (2.373, -5.608, -1.487)
N (1.330, 2.842, -4.199)
C (0.383, 1.689, -4.411)
C (0.609, 0.696, -3.288)
O (-0.361, 0.260, -2.619)
O (1.791, 0.408, -2.965)
H (2.274, 2.606, -4.516)
H (1.397, 3.085, -3.204)
H (1.022, 3.672, -4.714)
H (0.609, 1.238, -5.376)
H (-0.638, 2.061, -4.404)

Forces on atoms 1 to 6 (eV/Å):
0.3 -0.1 -0.3
0.0 0.1 -0.2
0.0 0.0 0.1
0.2 -0.3 0.3
-0.2 -0.1 0.0
-0.1 0.0 0.1


(2)
This record from OMol25 describes a cluster of 2 separate species, C3H9NS in total. The level of theory is wB97M-V/def2-TZVPD.

Output
Energy relative to the best compared isomer or geometry (same formula, charge and spin) in kcal/mol: 53.3
DFT total energy in eV: -15580.021
SMILES: C=N.CSC
Lowest unoccupied orbital energy in eV: 0.753
Total charge: 0
Multiplicity: 1

Cartesian coordinates (Å):
C (0.116, -0.185, 4.657)
N (0.787, -0.601, 5.721)
H (0.572, 0.644, 4.010)
H (-0.990, -0.248, 4.394)
H (0.151, -1.282, 6.143)
C (1.096, 1.153, -2.043)
S (-0.534, 0.079, -1.942)
C (-0.887, -0.605, -3.561)
H (1.860, 0.653, -1.445)
H (1.382, 1.392, -3.043)
H (0.829, 2.016, -1.372)
H (-1.356, 0.112, -4.278)
H (-1.353, -1.636, -3.648)
H (-0.012, -0.884, -4.061)

Forces on atoms 1 to 6 (eV/Å):
1.2 2.0 1.5
-2.5 0.4 -3.6
-0.2 -1.4 0.9
1.3 -0.9 0.6
0.2 0.0 0.6
-2.0 -0.6 2.2


(3)
This record from OMol25 describes a cluster of 2 separate species, C3H5ClN2 in total. The level of theory is wB97M-V/def2-TZVPD.

Output
Energy relative to the best compared isomer or geometry (same formula, charge and spin) in kcal/mol: 45.2
DFT total energy in eV: -18692.153
Lowest unoccupied orbital energy in eV: 1.005
Total charge: 0
Multiplicity: 1

Cartesian coordinates (Å):
C (0.857, 0.598, 0.111)
C (-1.275, -1.757, -0.186)
C (1.074, -0.197, -0.953)
N (-0.002, 1.673, 0.118)
N (-1.756, -1.313, 0.805)
Cl (2.133, -1.480, -0.935)
H (1.516, 0.301, 0.972)
H (-0.753, 1.462, -0.495)
H (0.715, -0.091, -1.960)
H (-0.235, 2.252, 0.906)
H (-2.274, -1.448, 1.616)

Forces on atoms 1 to 6 (eV/Å):
2.0 -1.3 0.3
-0.9 0.8 1.5
-0.9 1.9 0.1
0.1 -0.1 -0.3
1.4 -1.0 -2.8
1.4 -1.7 0.4